C23H18Cl3N3O2RhSi as an isolated structure, computed with ωB97M-V/def2-TZVPD.

Cartesian coordinates (Å):
Rh  -0.5625  0.4372  -0.0567
O  -0.5842  0.4580  1.9751
C  -0.6357  1.5252  2.7006
C  -0.6716  1.3293  4.1107
C  -0.7288  2.3700  4.9972
C  -0.7600  3.6997  4.5487
C  -0.7309  3.9231  3.1969
C  -0.6641  2.8822  2.2495
C  -0.6389  3.2990  0.8674
N  -0.5459  2.5293  -0.1417
C  -0.5488  3.0568  -1.5008
C  -1.0465  1.9534  -2.4433
N  -0.3449  0.7384  -2.0469
C  0.6263  0.3104  -2.7688
C  1.6931  -0.5406  -2.3214
C  2.3973  -1.3000  -3.2728
C  3.4959  -2.0456  -2.9329
C  3.9465  -1.9967  -1.6007
C  3.3152  -1.2298  -0.6594
C  2.1448  -0.4709  -0.9616
O  1.5972  0.2450  -0.0524
H  -0.6577  0.3018  4.4507
H  -0.7560  2.1591  6.0602
H  -0.8102  4.5228  5.2485
H  -0.7592  4.9415  2.8217
H  -0.7204  4.3782  0.7016
H  0.4779  3.3153  -1.7795
H  -1.1745  3.9506  -1.5820
H  -0.8313  2.2161  -3.4843
H  -2.1200  1.8090  -2.3254
H  0.6822  0.6795  -3.7978
H  2.0377  -1.2996  -4.2976
H  4.0080  -2.6516  -3.6680
H  4.8159  -2.5770  -1.3121
H  3.6662  -1.1926  0.3641
Cl  -3.7347  -0.3913  -1.7875
Si  -2.8125  0.2954  -0.0209
Cl  -3.8352  2.1335  0.2447
Cl  -3.6542  -0.8903  1.4577
N  -0.0105  -6.9667  -0.1255
C  -0.1370  -5.8222  -0.1162
C  -0.2944  -4.3955  -0.1047
C  -0.7423  -3.7296  -1.2424
C  -0.8844  -2.3514  -1.2211
C  -0.5883  -1.5932  -0.0850
C  -0.1482  -2.2886  1.0484
C  0.0023  -3.6631  1.0459
H  -0.9746  -4.2941  -2.1370
H  -1.2376  -1.8581  -2.1184
H  0.0869  -1.7307  1.9449
H  0.3526  -4.1806  1.9307

Computed properties:
Strongest force on any atom = 0.08 eV Å⁻¹
LUMO = 2.63 eV
Net charge = -1
ΔE to the lowest compared entry with this formula, charge and spin = 0.0 kJ/mol
HOMO = -4.9 eV
Frontier orbital gap = 7.551 eV
M = 605.77 g/mol

C23H18Cl3N3O2RhSi as an isolated structure, computed with ωB97M-V/def2-TZVPD.

Cartesian coordinates (Å):
Rh  -0.5144  0.4649  -0.0604
O  -0.5417  0.4518  1.9779
C  -0.6154  1.5107  2.7112
C  -0.6301  1.3079  4.1235
C  -0.7305  2.3417  5.0126
C  -0.8253  3.6740  4.5759
C  -0.8041  3.9033  3.2245
C  -0.6909  2.8690  2.2749
C  -0.6735  3.3018  0.8915
N  -0.5383  2.5462  -0.1228
C  -0.6083  3.0843  -1.4802
C  -0.9964  1.9587  -2.4552
N  -0.2719  0.7710  -2.0285
C  0.6303  0.2506  -2.7753
C  1.7049  -0.5853  -2.3175
C  2.4073  -1.3471  -3.2681
C  3.5055  -2.0935  -2.9282
C  3.9429  -2.0509  -1.5897
C  3.3129  -1.2821  -0.6500
C  2.1571  -0.5034  -0.9620
O  1.6260  0.2361  -0.0591
H  -0.5684  0.2805  4.4584
H  -0.7424  2.1247  6.0751
H  -0.9164  4.4893  5.2800
H  -0.8770  4.9209  2.8535
H  -0.8087  4.3771  0.7383
H  0.3713  3.4811  -1.7618
H  -1.3465  3.8899  -1.5320
H  -0.7096  2.2427  -3.4731
H  -2.0705  1.7758  -2.4221
H  0.6309  0.5225  -3.8349
H  2.0514  -1.3422  -4.2940
H  4.0249  -2.6925  -3.6634
H  4.8028  -2.6431  -1.2957
H  3.6557  -1.2508  0.3763
Cl  -3.7530  -0.4640  -1.7139
Si  -2.7999  0.3893  -0.0418
Cl  -3.7795  2.2766  -0.0064
Cl  -3.6642  -0.5882  1.5711
N  -0.0494  -6.9502  -0.1308
C  -0.1549  -5.8036  -0.1264
C  -0.2862  -4.3720  -0.1210
C  -0.7996  -3.7120  -1.2337
C  -0.9239  -2.3320  -1.2159
C  -0.5472  -1.5669  -0.1086
C  -0.0362  -2.2585  0.9979
C  0.0975  -3.6352  0.9995
H  -1.0961  -4.2826  -2.1051
H  -1.3229  -1.8429  -2.0959
H  0.2688  -1.6941  1.8690
H  0.5028  -4.1493  1.8625

Computed properties:
Strongest force on any atom = 0.39 eV Å⁻¹
LUMO = 2.63 eV
Net charge = -1
ΔE to the lowest compared entry with this formula, charge and spin = 5.7 kJ/mol
HOMO = -4.9 eV
Frontier orbital gap = 7.564 eV
M = 605.77 g/mol

C23H18F3N4O3PtS3 as an isolated structure, computed with ωB97M-V/def2-TZVPD.

Cartesian coordinates (Å):
Pt  1.0523  -1.1138  0.5037
O  1.3359  -2.9987  -0.2082
N  2.5997  -3.4723  -0.1659
C  2.7543  -4.7165  -0.6711
C  3.9812  -5.3153  -0.6564
C  5.0638  -4.6233  -0.1067
C  4.8788  -3.3575  0.3917
C  3.6140  -2.7633  0.3498
S  3.3078  -1.1607  0.9165
H  1.8471  -5.1553  -1.0573
H  4.0892  -6.3082  -1.0653
H  6.0424  -5.0811  -0.0705
H  5.6927  -2.7938  0.8247
F  0.9309  -0.3629  5.8381
C  -0.0892  0.2791  5.2449
F  -1.0711  -0.6094  5.0658
F  -0.5196  1.2256  6.0806
C  0.3529  0.8683  3.9303
C  0.6328  2.2116  3.7815
C  1.1086  2.7068  2.5676
C  1.2626  1.8432  1.5092
N  0.9422  0.5530  1.6514
C  0.5335  0.0418  2.8305
S  0.4475  -1.6843  2.6410
H  0.5016  2.8766  4.6246
H  1.3546  3.7511  2.4503
H  1.6161  2.1558  0.5366
C  -3.3540  5.0522  -2.2263
C  -3.0787  3.7463  -1.5368
C  -1.7739  3.3111  -1.3186
C  -1.5227  2.0929  -0.7092
C  -2.5832  1.2941  -0.3114
C  -3.8927  1.7038  -0.5242
C  -4.1292  2.9276  -1.1262
S  -2.3278  -0.2525  0.5110
O  -3.4124  -1.1057  0.1297
O  -2.0687  -0.0095  1.9015
N  -0.9280  -0.8137  -0.1210
C  -0.7360  -0.9086  -1.4779
C  -1.6656  -0.9944  -2.5142
C  -1.1711  -1.1451  -3.7926
C  0.2033  -1.2308  -4.0238
C  1.0537  -1.1328  -2.9468
N  0.5854  -0.9324  -1.7127
H  -2.4767  5.6970  -2.2226
H  -4.1746  5.5838  -1.7457
H  -3.6394  4.8817  -3.2661
H  -0.9456  3.9326  -1.6369
H  -0.5046  1.7563  -0.5639
H  -4.7120  1.0667  -0.2198
H  -5.1503  3.2519  -1.2853
H  -2.7245  -0.9882  -2.3029
H  -1.8616  -1.2222  -4.6222
H  0.5988  -1.3706  -5.0186
H  2.1296  -1.1880  -3.0541

Computed properties:
Strongest force on any atom = 0.62 eV Å⁻¹
LUMO = -4.31 eV
Net charge = +1
ΔE to the lowest compared entry with this formula, charge and spin = 15.6 kJ/mol
HOMO = -11.5 eV
Frontier orbital gap = 7.195 eV
M = 746.70 g/mol

C23H18F5N3S3SeV as an isolated structure, computed with ωB97M-V/def2-TZVPD.

Cartesian coordinates (Å):
V  -1.2024  -1.1561  -0.5998
C  1.8032  -1.0451  -0.0347
N  1.9445  -0.7431  1.3654
C  1.4357  0.5508  1.7599
C  -0.0822  0.8044  1.8295
N  -0.8385  0.9713  0.5525
C  -0.1151  1.8921  -0.3462
C  -2.1502  1.5531  0.8784
C  -2.1824  2.8418  1.4101
C  -3.3628  3.4760  1.7535
C  -4.5591  2.7929  1.5611
C  -4.5431  1.5229  1.0294
C  -3.3543  0.8585  0.6618
S  -3.5097  -0.7275  -0.0310
C  1.7857  -1.8135  2.3032
C  2.8803  -2.0241  3.1441
C  2.9032  -3.0213  4.1016
C  1.7943  -3.8580  4.1999
C  0.7081  -3.6635  3.3745
C  0.6399  -2.6258  2.4177
S  -0.8936  -2.4512  1.5958
H  2.4628  -0.4102  -0.6363
H  0.7837  -0.8287  -0.3691
H  2.0230  -2.0904  -0.2360
H  1.9117  1.3082  1.1268
H  1.7949  0.7371  2.7775
H  -0.1786  1.7375  2.4033
H  -0.5681  0.0080  2.3924
H  0.2770  2.7657  0.1917
H  -0.7892  2.2138  -1.1348
H  0.7215  1.3766  -0.8177
H  -1.2487  3.3714  1.5567
H  -3.3486  4.4803  2.1597
H  -5.5062  3.2553  1.8178
H  -5.4735  0.9937  0.8649
H  3.7334  -1.3690  3.0046
H  3.7688  -3.1574  4.7390
H  1.7763  -4.6677  4.9217
H  -0.1572  -4.3096  3.4556
F  3.3952  1.5917  -5.6877
C  2.2808  1.2529  -5.0065
C  2.2444  0.1086  -4.2311
F  3.3373  -0.6715  -4.1582
C  1.0935  -0.2307  -3.5456
F  1.1230  -1.3604  -2.8325
C  -0.0744  0.5432  -3.5763
S  -1.5395  0.1405  -2.7383
C  0.0123  1.6962  -4.3727
F  -1.0409  2.5229  -4.4788
C  1.1477  2.0460  -5.0733
F  1.1711  3.1653  -5.8241
Se  -1.2452  -3.5637  -1.5914
C  -1.4316  -3.4031  -3.4386
N  -1.5584  -3.3871  -4.5892

Computed properties:
Strongest force on any atom = 0.43 eV Å⁻¹
LUMO (spin up / spin down) = 4.50 / 4.50 eV
Net charge = -2
ΔE to the lowest compared entry with this formula, charge and spin = 0.0 kJ/mol
HOMO (spin up / spin down) = -1.4 / -2.0 eV
Frontier orbital gap (spin up / spin down) = 5.917 / 6.455 eV
M = 657.51 g/mol
Spin multiplicity = 4

Q: The highest ΔE to the lowest compared entry with this formula, charge and spin belongs to which entry?
A: C23H18F3N4O3PtS3

Q: What is the M in the fourth record?
A: 657.51 g/mol

Q: What is the formula in the fourth record?
A: C23H18F5N3S3SeV

Q: Which value of strongest force on any atom does entry 3 give?
A: 0.62 eV Å⁻¹